19
Properties=species:S:1:pos:R:3 method="wB97M-V/def2-TZVPD" homo_ev=-9.1 smiles="C=NC.CNCO" relative_energy_kcal_mol=54.0 multiplicity=1 homo_lumo_gap_ev=10.114 total_charge=0
C 1.5575 1.9838 1.5211
C -0.5869 1.2881 2.1303
N 0.3869 1.1310 1.3159
H 1.5811 2.6815 0.6887
H 2.4325 1.3741 1.4119
H 1.5158 2.5144 2.4495
H -0.5508 1.9196 3.0135
H -1.5433 0.7767 1.9270
H -1.1208 -0.0751 0.0171
C 0.0530 -0.7309 -2.4377
N -0.4351 -2.0122 -1.8482
C -0.5308 -1.9157 -0.3906
O -1.5199 -0.9482 0.0652
H -0.5366 0.0913 -2.0463
H -0.0469 -0.8602 -3.5258
H 1.1241 -0.5760 -2.1729
H -1.4099 -2.1333 -2.1320
H 0.4965 -1.6522 -0.0347
H -0.8662 -2.8568 0.0481



128
Properties=species:S:1:pos:R:3 method="wB97M-V/def2-TZVPD" homo_ev=-8.2 relative_energy_kcal_mol=57.8 multiplicity=1 homo_lumo_gap_ev=7.994 total_charge=0
C 15.8339 -11.9314 0.4324
C 15.6798 -12.7782 1.6763
O 15.2817 -12.0404 2.7882
H 14.9210 -11.3303 0.3027
H 16.0433 -12.5314 -0.4422
H 16.6995 -11.2823 0.5707
H 16.7006 -13.1876 1.8707
H 15.0825 -13.6012 1.4918
H 14.3210 -11.8846 2.7809
C 13.1787 -8.9653 1.2882
C 12.2919 -9.2448 2.5058
O 12.9556 -10.1239 3.3274
H 13.5844 -9.9822 0.9878
H 14.1090 -8.3379 1.4948
H 12.5299 -8.4305 0.5246
H 11.3652 -9.7928 2.3017
H 12.0668 -8.3434 3.0111
H 12.3473 -10.8033 3.6398
C 10.9756 -10.1676 10.7129
C 10.3380 -11.1743 9.7993
O 11.1063 -11.0521 8.5630
H 10.8532 -9.1235 10.3492
H 12.0741 -10.2622 10.9267
H 10.5774 -10.1156 11.7771
H 9.2394 -11.0037 9.7027
H 10.4991 -12.1264 10.2255
H 10.7925 -10.3189 8.0097
C 9.6473 -10.9555 0.8767
C 8.8873 -11.9714 -0.0114
O 9.7131 -12.9491 -0.6686
H 10.2424 -11.4384 1.6761
H 8.8205 -10.4870 1.3323
H 10.2478 -10.1224 0.4555
H 8.2628 -11.3859 -0.6929
H 8.1391 -12.5737 0.5346
H 10.0977 -13.4962 -0.0035
C 12.7181 -8.3783 6.6873
C 12.4375 -7.4462 7.9127
O 13.5176 -7.5288 8.8778
H 11.8920 -8.2442 6.0309
H 12.5657 -9.4204 7.0118
H 13.7525 -8.3385 6.1784
H 11.5299 -7.8255 8.2823
H 12.2505 -6.5030 7.5463
H 13.5081 -7.0585 9.7083
C 13.3616 -12.3984 5.8457
C 11.9353 -11.9916 5.5881
O 11.4801 -12.3321 4.3105
H 13.5470 -12.2231 6.9020
H 14.0981 -11.8243 5.2739
H 13.5446 -13.4242 5.6237
H 11.8413 -10.9566 5.7034
H 11.2098 -12.3363 6.3956
H 10.5161 -12.4464 4.2304
C 12.4471 -14.4717 1.8490
O 11.3018 -13.8560 1.3665
N 12.9512 -14.1628 2.9994
N 13.0199 -15.5003 1.3283
H 12.4267 -13.3767 3.4539
H 13.9008 -14.6070 3.3140
H 12.8550 -15.8050 0.3797
H 13.8273 -15.9726 1.6937
C 16.9970 -9.3846 7.0720
O 17.4571 -9.8177 8.3903
N 17.5976 -8.4351 6.4158
N 16.0900 -10.0124 6.3704
H 18.1966 -7.8803 7.1208
H 17.2894 -7.9316 5.6333
H 15.6678 -10.7105 6.9098
H 15.5384 -9.7606 5.4979
C 12.7214 -16.6274 5.7256
O 13.7750 -15.9315 6.2498
N 12.2977 -16.4183 4.5299
N 12.1133 -17.5914 6.3333
H 12.5577 -15.5075 4.0505
H 11.6076 -16.9661 3.9639
H 12.5938 -17.8529 7.1703
H 11.3389 -18.1417 5.9605
C 11.8408 -14.9414 8.4152
O 12.5536 -16.0173 8.9096
N 12.1944 -13.7068 8.7289
N 10.6754 -14.9820 7.7888
H 13.2021 -13.7036 8.9270
H 11.6877 -12.8585 8.5599
H 10.4183 -15.8706 7.3954
H 10.1205 -14.2067 7.3966
C 7.3616 -13.1259 7.5960
O 8.6072 -13.3567 7.1414
N 6.9093 -13.6846 8.6746
N 6.4153 -12.2927 7.0834
H 7.5868 -14.2847 9.2105
H 5.9180 -13.5682 8.9496
H 6.6925 -11.9233 6.1910
H 5.6376 -11.7623 7.5658
C 15.6916 -16.0324 3.1108
O 16.8705 -15.9506 2.3698
N 15.3378 -15.1547 3.9830
N 14.8194 -16.9358 2.9419
H 16.2085 -14.5693 4.1595
H 14.7804 -15.4785 4.7512
H 15.0424 -17.6899 2.2115
H 13.9475 -17.0436 3.4498
C 8.1557 -13.5397 3.4749
O 8.7848 -12.4095 3.9847
N 6.9092 -13.7543 3.6890
N 8.7645 -14.3767 2.6949
H 6.4155 -12.8921 4.0352
H 6.2701 -14.4433 3.2774
H 9.6975 -14.1674 2.5634
H 8.3235 -15.0078 2.0419
C 17.1446 -13.4394 5.6008
O 17.5532 -13.6985 4.2790
H 17.3901 -12.3664 5.8832
H 17.7268 -13.9635 6.3212
H 16.0924 -13.3100 5.8825
H 18.3597 -13.1867 4.2325
C 14.1507 -10.7703 9.4103
O 14.7326 -9.5876 9.9910
H 13.7544 -11.5192 10.0728
H 14.7706 -11.2418 8.6414
H 13.3094 -10.2786 8.9296
H 14.2572 -8.7656 9.6238
C 16.1783 -13.5377 8.9306
O 14.8407 -14.1014 8.7879
H 16.7353 -13.0957 8.0856
H 16.8004 -14.3826 9.2619
H 16.2476 -12.7061 9.6429
H 14.6474 -14.6521 8.0310



49
Properties=species:S:1:pos:R:3 method="wB97M-V/def2-TZVPD" homo_ev=-5.1 relative_energy_kcal_mol=0.0 multiplicity=1 homo_lumo_gap_ev=8.188 total_charge=-1
Br -2.7146 0.7891 -0.3109
C 1.1296 1.0543 -0.8728
C 1.4801 -0.4136 -0.9354
C 2.3424 -0.7705 0.2946
C 2.5485 -2.2480 0.3632
C 1.1777 -2.8883 0.5133
C 0.1824 -2.5947 -0.6329
N 0.2250 -1.1735 -0.8968
O -0.5579 -0.8996 -2.0501
C 0.5113 -3.4582 -1.8739
C -1.1932 -3.1146 -0.1090
C 2.3088 -0.7395 -2.2359
H 0.3381 1.1082 -0.1014
H 0.7943 1.5395 -1.7496
H 1.9636 1.6512 -0.4103
H 3.2885 -0.2385 0.2173
H 1.8486 -0.5012 1.1976
H 3.0821 -2.4923 1.2221
H 3.2096 -2.6945 -0.4373
H 0.7386 -2.5953 1.4915
H 1.3125 -3.9837 0.6377
H -0.1799 -3.0987 -2.6650
H 1.5292 -3.3300 -2.2264
H 0.1707 -4.4444 -1.7021
H -2.0579 -3.1009 -0.8001
H -1.1326 -4.2042 0.2193
H -1.4653 -2.5527 0.7845
H 1.5878 -1.0640 -3.0082
H 2.9697 -1.6113 -2.0123
H 2.8368 0.1052 -2.5648
H -1.2326 -0.2370 -1.7568
C -2.0419 3.9195 2.1746
O -3.3649 3.5073 1.7697
H -1.3598 3.0357 2.2647
H -1.5399 4.5316 1.4987
H -2.1385 4.4302 3.0945
H -3.2425 2.8481 1.0652
C -0.9404 4.6921 -1.1460
O -1.1191 3.5120 -1.8596
H -0.1292 4.5325 -0.3595
H -0.5960 5.4614 -1.8432
H -1.8905 5.1259 -0.7017
H -1.3771 2.7729 -1.2292
C -1.3226 0.0770 3.2501
O -0.3583 -0.2870 2.3412
H -2.1653 0.5307 2.8193
H -1.7532 -0.7971 3.7356
H -0.8694 0.6638 4.0734
H -0.8337 -0.3548 1.4631



105
Properties=species:S:1:pos:R:3 method="wB97M-V/def2-TZVPD" homo_ev="-0.5 / -2.1" relative_energy_kcal_mol=97.1 multiplicity=3 homo_lumo_gap_ev="4.522 / 6.102" total_charge=-2
Ti -1.3948 0.3898 -0.4819
C 0.4329 6.9412 1.7643
C 0.8246 5.7795 2.3528
C 0.7099 4.3958 1.7787
C -0.5615 4.8536 -0.3577
C -0.8816 6.2178 -0.2804
C -0.3113 7.1664 0.5675
N -1.2819 3.8596 -0.8635
C -2.6329 3.7617 -0.8280
C -3.5616 4.6882 -0.2842
C -4.9128 4.4116 -0.2164
C -5.4348 3.2087 -0.6876
C -4.5506 2.2659 -1.1870
C -3.1890 2.5176 -1.2413
N -2.3423 1.4620 -1.6938
N -2.3704 1.2568 -3.0588
C -1.6137 0.2440 -3.3499
C -1.4733 -0.2346 -4.6987
C -0.7962 -1.3774 -4.9396
C -0.1998 -2.0953 -3.8567
C -0.2937 -1.5716 -2.6082
N -0.9470 -0.4142 -2.3221
H 0.6790 7.8473 2.3152
H 1.3253 5.8518 3.3139
H 1.5878 3.8380 2.1247
H -1.6554 6.5680 -0.9569
H -0.5780 8.2029 0.3815
H -3.1939 5.6170 0.1246
H -5.5763 5.1486 0.2252
H -6.4967 3.0019 -0.6371
H -4.8898 1.2956 -1.5304
H -1.9505 0.3406 -5.4805
H -0.7063 -1.7552 -5.9518
H 0.3182 -3.0288 -4.0170
H 0.1609 -2.0633 -1.7578
O -1.6230 -2.4276 4.7451
C -1.4409 -2.0669 3.6065
C -0.1636 -1.7363 2.9370
O 0.9867 -1.6653 3.5020
C -0.5061 -1.4704 1.5996
C -1.8886 -1.4657 1.3477
O -2.4180 -1.0494 0.1897
C -2.5786 -1.8661 2.5430
O -3.7655 -2.0388 2.7450
O 0.3549 -1.1585 0.5895
C -5.3533 -1.0622 -3.4930
S -4.2711 -1.6660 -2.1881
C -5.4002 -1.5424 -0.7910
H -6.2331 -1.6965 -3.6191
H -4.7743 -1.0650 -4.4160
H -5.6646 -0.0359 -3.2916
H -5.7629 -0.5201 -0.6766
H -4.8370 -1.8028 0.1039
H -6.2458 -2.2225 -0.9070
I -2.8524 1.8004 2.4691
C -1.0022 2.5089 1.7277
C -0.5342 3.6549 2.2334
C 0.7875 4.4196 0.2149
C 1.2232 3.0761 -0.2711
C 0.6437 1.9145 0.0359
N -0.5153 1.6450 0.7743
H -1.1352 4.1412 2.9892
H 1.5438 5.1624 -0.0527
H 2.1140 3.0207 -0.8886
H 1.0922 1.0053 -0.3704
C 4.6827 -2.5138 2.1410
Si 2.8877 -2.0706 2.8028
C 3.3185 -0.4406 3.6580
C 2.7577 -3.6364 3.8753
Si 1.9199 -1.9748 0.6281
Si 3.3630 -0.8445 -0.8706
C 4.2181 0.5753 0.0200
C 2.6503 -0.1368 -2.4617
C 4.6492 -2.1075 -1.4348
Si 1.5168 -4.2407 0.0638
C 0.9479 -4.6404 -1.6893
C 0.2165 -4.9052 1.2484
C 3.0944 -5.2569 0.2817
H 5.3117 -2.7051 3.0202
H 5.1612 -1.7067 1.5803
H 4.7214 -3.4160 1.5230
H 2.8541 0.3954 3.1294
H 2.9053 -0.4356 4.6680
H 4.3966 -0.2695 3.7026
H 3.4926 -3.5299 4.6819
H 3.0442 -4.5279 3.3126
H 1.7782 -3.7849 4.3238
H 3.4983 1.3568 0.2725
H 4.9792 1.0154 -0.6323
H 4.6972 0.2575 0.9460
H 1.8328 0.5709 -2.3219
H 2.2958 -0.9194 -3.1329
H 3.4665 0.3960 -2.9622
H 5.1689 -2.5786 -0.6008
H 5.3926 -1.6115 -2.0666
H 4.1745 -2.8911 -2.0317
H -0.0593 -4.2806 -1.9003
H 0.9462 -5.7284 -1.8109
H 1.6242 -4.2205 -2.4381
H -0.7473 -4.4158 1.0896
H 0.5065 -4.7365 2.2876
H 0.0808 -5.9807 1.0960
H 3.9006 -4.9000 -0.3632
H 2.8762 -6.2938 0.0063
H 3.4560 -5.2485 1.3089



37
Properties=species:S:1:pos:R:3 method="wB97M-V/def2-TZVPD" homo_ev=-9.4 smiles="C=CCOC(=O)[C@@H]1C(C)=N[C@@]2(O)c3ccccc3C(=O)[C@@]12O" relative_energy_kcal_mol=110.1 multiplicity=1 homo_lumo_gap_ev=9.110 total_charge=0
O 2.1334 -1.1021 -0.5165
O -2.3548 -0.8368 1.8068
N 0.2524 1.6851 -0.3463
O 0.5934 -2.2810 -1.7484
O 1.7396 1.4363 1.3506
O 0.8603 -1.0382 1.9804
C 0.9640 -1.3304 -0.8149
C -1.4978 0.0189 1.8904
C -0.2243 0.6467 -1.0388
C 1.1140 -3.8655 -4.2771
C 1.2057 -4.2847 -2.9797
C -2.2743 3.3520 3.5952
C -1.2396 4.1931 3.0429
C -2.5117 2.0065 3.3187
C -0.3659 3.4957 2.1574
C -1.6545 1.3777 2.3900
C -0.5458 2.1003 1.8294
C -0.1844 0.7059 -2.5921
C 1.6040 -3.3139 -1.9836
C -0.2234 -0.6466 -0.2736
C 0.4372 1.2391 1.0105
C -0.1248 -0.2707 1.2012
H 2.3572 1.2107 0.6339
H 1.2509 -0.3353 2.6292
H 0.5217 -4.5158 -5.0120
H 1.4354 -2.8288 -4.5842
H 0.8562 -5.2807 -2.7216
H -3.0063 3.7578 4.3047
H -1.2417 5.1596 3.1573
H -3.1865 1.3525 3.8426
H 0.4794 3.9343 1.6700
H -0.5325 1.6128 -3.1156
H 0.8019 0.5192 -2.9648
H -0.7447 -0.0686 -3.0549
H 2.5028 -2.8151 -2.2031
H 1.9615 -3.8888 -1.0636
H -1.1577 -1.1010 -0.5206



54
Properties=species:S:1:pos:R:3 method="wB97M-V/def2-TZVPD" homo_ev=-10.3 multiplicity=1 homo_lumo_gap_ev=10.384 total_charge=0
C 5.0602 0.6553 1.9357
C 3.9653 0.4638 0.8357
C 2.5449 0.9276 1.3038
C 1.6536 -0.2599 1.7810
C 0.1447 0.2055 1.6950
C -0.7644 -0.9744 1.2863
C -2.0967 -0.7834 0.5144
Br -2.4042 -2.6316 -0.2310
O -3.1753 -0.7207 1.4782
S -3.1232 0.6285 2.4316
O -4.1831 0.4940 3.3750
O -3.5396 1.9036 1.4463
C -2.3173 2.3735 0.8491
C -2.5516 3.9059 0.5741
C -1.9938 1.7203 -0.5181
Cl -0.4122 2.3092 -1.1985
C -2.2523 0.1745 -0.7001
C -3.7834 0.1138 -1.0974
C -1.5341 -0.2738 -2.0339
O -2.0934 -0.1907 -3.0426
C -0.0519 -0.7721 -2.2020
F 0.4583 0.0599 -3.1570
F 0.7636 -0.5960 -1.1496
C 0.1003 -2.2120 -2.8584
F -1.0735 -2.8147 -3.0663
F 0.6698 -2.1020 -4.0631
C 1.0204 -3.1954 -2.0563
F 0.7191 -3.3096 -0.7517
F 0.8101 -4.4083 -2.5931
C 2.5521 -2.9116 -2.3098
O 3.0637 -3.4730 -3.1681
O 3.2534 -2.0505 -1.5043
H 6.0579 0.8097 1.4972
H 4.8364 1.4980 2.6074
H 5.1009 -0.2499 2.5648
H 3.9554 -0.6077 0.5852
H 4.3086 1.0333 -0.0422
H 2.1079 1.4747 0.4544
H 2.7173 1.6502 2.1199
H 1.8562 -1.1378 1.1525
H 1.9080 -0.4145 2.8402
H 0.1364 1.1172 1.0924
H -0.1082 0.5059 2.7276
H -0.1440 -1.6996 0.7437
H -1.0229 -1.5203 2.2108
H -1.5174 2.3500 1.5995
H -3.5297 4.1966 0.9848
H -2.4686 4.1665 -0.4877
H -1.8061 4.5022 1.1236
H -2.6957 2.2125 -1.2031
H -4.0381 -0.8463 -1.5629
H -4.0112 0.8460 -1.8882
H -4.4436 0.3769 -0.2662
H 3.3709 -2.5193 -0.6588